A structure of composition C30H51N6O2PTi. Source: OMol25; level of theory: ωB97M-V/def2-TZVPD.

Properties
HOMO level (spin up / spin down): -9.4 / -10.1 eV
<S²>: 0.75
relative energy (zero: lowest compared OMol25 entry of this formula, charge and spin): 93.0 kJ/mol
2S+1: 2
HOMO-LUMO gap (spin up / spin down): 6.797 / 7.503 eV
charge: +1
LUMO (spin up / spin down): -2.57 / -2.57 eV

XYZ file:
```
91
Properties=species:S:1:pos:R:3:forces:R:3
H 5.177 -0.957 -2.799 0.04 -0.01 -0.02
C 4.798 -0.479 -1.894 0.03 -0.16 -0.08
N 0.953 0.306 -0.621 0.27 -0.58 0.20
H -3.700 -4.059 2.846 -0.05 0.00 -0.11
H -5.075 -0.716 2.604 0.02 -0.11 -0.01
H 2.877 1.158 -3.077 0.02 -0.02 0.01
C 4.751 1.759 0.534 0.14 -0.07 0.03
H 4.807 -0.920 1.470 -0.02 0.01 -0.06
C 3.880 -0.830 2.038 0.00 -0.13 0.01
H 1.823 -2.903 0.183 0.03 0.09 0.05
H 1.590 -0.026 -3.172 0.34 -0.06 0.13
C 3.066 2.627 -1.078 0.03 0.06 0.02
H -2.847 -4.637 0.506 0.05 0.01 -0.03
H 3.791 2.448 -1.871 0.04 -0.02 0.02
C -1.938 -2.749 0.039 -0.06 0.03 0.12
H 2.634 1.752 2.222 0.00 0.01 0.02
C -0.820 3.391 -0.775 0.12 0.02 -0.19
C 3.276 -0.657 -1.864 0.15 -0.06 -0.17
N -0.275 3.430 -2.044 -0.02 0.07 -0.01
H 0.474 -1.135 1.507 0.18 0.02 0.02
H 3.913 -1.590 2.822 0.02 -0.02 0.04
P 2.495 0.032 -0.318 -0.69 0.41 -0.06
H -2.312 3.318 2.820 -0.07 0.08 0.09
N -2.972 -2.149 2.925 -0.11 0.72 -0.01
C -3.942 2.115 -1.806 -0.07 0.03 -0.05
H -0.811 2.992 -2.780 0.05 0.04 0.09
H 3.872 0.139 2.526 -0.04 -0.01 0.01
H -1.397 -2.776 0.987 -0.04 0.11 0.01
H 1.489 -1.462 2.941 -0.01 0.01 0.06
C 2.622 -2.590 0.859 -0.07 -0.02 -0.04
H -2.726 -0.844 0.471 0.13 -0.03 0.02
H 4.892 1.577 1.597 0.00 0.01 -0.06
H -4.599 -2.120 0.636 0.01 0.06 -0.01
C 2.682 0.091 -3.071 -0.31 0.06 -0.22
Ti -0.462 -0.532 -1.431 0.05 0.76 -0.03
H -4.935 -2.861 3.063 -0.05 0.04 -0.09
C 2.633 -1.090 1.182 0.11 -0.14 0.11
C -1.880 3.323 1.828 0.12 -0.08 -0.13
H 5.104 0.563 -1.924 -0.05 0.02 -0.04
H 1.268 0.195 2.348 0.00 0.09 0.00
H 1.898 -2.402 -2.022 0.17 0.12 0.02
H -4.639 -0.145 -4.205 -0.01 -0.06 -0.01
H 0.177 4.290 -2.310 -0.02 -0.03 0.00
C -2.427 2.565 0.800 -0.21 -0.09 0.06
O -0.679 -2.394 -1.969 0.10 -0.58 0.14
H 3.542 -2.812 -1.501 0.03 -0.03 0.01
H -0.348 4.754 2.298 0.02 0.04 0.05
C 3.269 1.683 0.121 0.00 0.08 0.08
C -4.298 -3.109 0.987 -0.15 -0.16 0.02
H -2.313 -0.710 -3.811 0.00 0.02 0.08
N -1.962 -0.065 3.192 -0.49 -0.43 -0.02
H -2.069 -2.551 3.112 0.08 0.06 0.06
H -5.731 1.666 -2.905 -0.07 0.01 -0.02
H -4.306 0.804 2.729 0.14 0.04 0.02
C 2.445 2.269 1.282 0.02 0.01 -0.01
C -4.085 0.396 -3.449 0.05 0.05 -0.14
C -3.163 -3.665 0.121 0.08 -0.06 0.08
H 5.090 2.778 0.342 0.04 0.04 0.02
H 5.421 1.093 -0.006 -0.10 0.05 0.03
C 2.959 -2.141 -2.121 -0.11 0.00 0.00
H 3.239 3.643 -0.715 0.01 0.05 -0.03
C -0.277 4.170 0.249 -0.02 0.00 0.06
C -3.051 -0.811 2.942 0.07 0.00 -0.24
H -1.044 -0.482 3.217 0.01 -0.10 -0.04
H 3.238 -2.342 -3.157 -0.02 -0.05 -0.02
H 0.568 4.809 0.025 0.05 0.06 0.00
H 3.126 -0.343 -3.969 0.03 0.06 -0.01
C -1.922 2.571 -0.493 0.00 -0.10 0.03
H 2.760 3.306 1.419 -0.01 0.03 0.04
C -4.032 -3.083 2.490 0.21 0.12 0.25
H 2.478 -3.122 1.803 -0.01 -0.04 0.01
H -4.393 2.933 -1.256 -0.03 0.03 0.01
H 3.572 -2.926 0.455 0.06 -0.01 -0.02
H 5.292 -0.962 -1.048 -0.02 -0.01 0.05
C -0.793 4.135 1.531 0.03 -0.01 0.01
C -4.696 1.410 -2.734 0.12 0.04 0.07
N -4.217 -0.196 2.655 0.46 -0.34 0.21
O -0.299 -4.270 -0.792 -0.07 -0.34 0.05
C -1.950 0.756 -2.258 -0.60 0.08 -0.07
H -1.975 0.937 3.072 -0.07 0.11 -0.13
C -2.744 0.097 -3.218 0.13 -0.10 -0.11
C 1.386 -0.842 2.045 -0.24 -0.08 0.07
H -5.185 -3.733 0.862 0.05 -0.05 -0.06
H -3.535 -3.856 -0.889 -0.07 0.12 0.02
N -2.250 -1.346 -0.270 0.10 0.15 -0.18
C -2.606 1.797 -1.566 -0.03 -0.05 0.08
C -0.888 -3.237 -0.982 0.04 0.33 -0.26
H 1.376 2.266 1.077 -0.02 -0.05 -0.07
H -2.869 -1.272 -1.084 0.07 -0.07 0.12
H -3.327 1.976 0.967 0.02 -0.03 0.02
H 2.060 2.583 -1.492 -0.08 -0.09 0.04
```
Forces are in eV/Å.